C2H8N2O | ωB97M-V with the def2-TZVPD basis set

Frontier orbital gap, eV: 10.10
Energy, eV: -7230.3216
SMILES string: [H]/N=C/NC.O
ΔE to the lowest compared entry with this formula, charge and spin, eV: 2.006

CARTESIAN COORDINATES (ANGSTROEM)
C1 0.31552 1.37998 -1.49903
N1 0.09794 0.37548 -0.49167
C2 0.94722 -0.61536 -0.03860
N2 0.56946 -1.42654 0.86118
H1 1.29326 1.92077 -1.58309
H2 0.27035 1.13195 -2.51307
H3 -0.35087 2.35265 -1.32629
H4 -0.53736 0.63480 0.29949
H5 1.94589 -0.60725 -0.42852
H6 1.18860 -2.00043 1.39145
H7 -1.19471 -0.96953 1.93720
H8 -2.40256 -1.51765 1.52951
O1 -2.14273 -0.65887 1.86142